105
Properties=species:S:1:pos:R:3 method="wB97M-V/def2-TZVPD" e_above_lowest_kj_mol=96.7 homo_lumo_gap_ha="0.2668 / 0.1643" charge=-1 s_squared=6.0463 spin_multiplicity=5
Pd 0.56 0.41 0.03
O -2.40 0.42 5.79
C -1.83 0.39 4.71
C -1.24 1.55 3.98
O -1.45 2.73 4.23
C -0.48 0.99 2.85
C -0.99 -0.37 2.63
O -1.01 -0.91 1.50
C -1.62 -0.84 3.87
O -1.90 -1.98 4.21
O 0.41 1.52 2.18
N 1.42 -1.04 -2.92
C 1.97 -1.14 -4.14
C 2.12 0.15 -4.62
C 1.63 0.96 -3.59
N 1.22 0.23 -2.57
H 1.22 -1.74 -2.21
H 2.20 -2.09 -4.58
H 2.52 0.45 -5.56
H 1.59 2.03 -3.55
N -0.87 1.58 -0.75
P -2.19 1.46 -1.55
N -3.56 1.50 -0.57
C -3.40 1.44 0.88
C -4.65 0.87 1.53
C -5.85 1.80 1.29
C -5.71 2.52 -0.06
C -4.92 1.65 -1.03
N -2.46 2.76 -2.63
C -2.65 4.02 -1.92
C -2.53 5.20 -2.88
C -1.09 5.31 -3.41
C -0.44 3.92 -3.47
C -1.50 2.85 -3.72
N -2.37 0.17 -2.62
C -1.91 -1.13 -2.19
C -3.08 -2.07 -1.93
C -3.93 -2.20 -3.19
C -4.39 -0.82 -3.65
C -3.18 0.12 -3.81
H -3.20 2.44 1.30
H -2.53 0.81 1.08
H -4.47 0.76 2.60
H -4.84 -0.13 1.13
H -5.90 2.54 2.09
H -6.77 1.22 1.32
H -5.16 3.46 0.08
H -6.68 2.76 -0.48
H -4.90 2.08 -2.04
H -5.43 0.67 -1.10
H -1.93 4.13 -1.10
H -3.65 4.01 -1.48
H -2.81 6.12 -2.37
H -3.23 5.05 -3.71
H -0.50 5.95 -2.76
H -1.11 5.76 -4.41
H 0.04 3.69 -2.52
H 0.31 3.89 -4.26
H -1.01 1.88 -3.83
H -2.04 3.08 -4.65
H -1.31 -0.99 -1.28
H -1.27 -1.55 -2.98
H -3.68 -1.67 -1.11
H -2.70 -3.05 -1.63
H -4.80 -2.83 -3.00
H -3.35 -2.67 -3.98
H -5.07 -0.40 -2.91
H -4.92 -0.88 -4.60
H -3.53 1.13 -4.05
H -2.56 -0.25 -4.64
S 3.03 1.20 -0.38
C 3.72 2.32 0.76
C 2.97 3.36 1.31
C 3.55 4.26 2.18
C 4.89 4.14 2.53
C 5.64 3.10 1.99
C 5.07 2.21 1.11
H 1.93 3.44 1.04
H 2.95 5.05 2.61
H 5.34 4.84 3.22
H 6.68 2.99 2.27
H 5.66 1.40 0.69
C 4.94 -6.63 -0.77
C 4.06 -5.48 -0.38
C 2.68 -5.58 -0.43
C 1.87 -4.50 -0.09
C 0.38 -4.65 -0.19
C 2.46 -3.31 0.32
C 3.85 -3.21 0.44
C 4.50 -1.95 0.92
C 4.63 -4.30 0.08
C 1.64 -2.05 0.42
O 1.83 -1.19 1.29
O 0.82 -1.89 -0.53
H 4.41 -7.32 -1.42
H 5.26 -7.18 0.12
H 5.83 -6.27 -1.29
H 2.22 -6.50 -0.77
H 0.09 -5.69 -0.08
H 0.03 -4.30 -1.16
H -0.12 -4.05 0.55
H 4.13 -1.08 0.37
H 5.58 -2.00 0.82
H 4.23 -1.78 1.97
H 5.71 -4.23 0.13

=====

82
Properties=species:S:1:pos:R:3 method="wB97M-V/def2-TZVPD" e_above_lowest_kj_mol=458.3 homo_lumo_gap_ha=0.0584
C -6.33 0.55 -3.27
O -6.30 -0.65 -2.46
C -5.45 -0.68 -1.40
C -5.55 -1.79 -0.52
C -4.69 -1.93 0.54
C -3.66 -0.98 0.78
C -2.68 -1.08 1.82
C -2.05 -2.18 2.32
C -0.96 -2.06 3.34
N -0.73 -0.68 3.94
C -1.51 -0.26 4.96
C -1.31 0.96 5.55
C -0.27 1.80 5.09
N -0.10 3.09 5.61
C 0.78 3.40 6.71
C -1.02 4.16 5.28
C 0.56 1.31 4.06
C 0.31 0.08 3.50
C -2.25 -3.55 1.73
C -2.02 -4.72 2.65
O -2.54 -3.71 0.54
C -3.64 0.18 -0.04
C -4.48 0.33 -1.12
H -7.12 0.33 -3.99
H -6.59 1.43 -2.68
H -5.37 0.70 -3.78
H -6.32 -2.53 -0.72
H -4.81 -2.77 1.23
H -2.35 -0.12 2.24
H -1.14 -2.76 4.17
H 0.01 -2.36 2.91
H -2.28 -0.96 5.30
H -1.94 1.29 6.37
H 1.46 2.57 6.91
H 1.36 4.30 6.45
H 0.20 3.62 7.63
H -1.61 3.89 4.41
H -1.69 4.39 6.12
H -0.44 5.07 5.05
H 1.39 1.91 3.70
H 0.92 -0.35 2.71
H -2.41 -4.50 3.65
H -2.54 -5.60 2.27
H -0.95 -4.94 2.74
H -2.90 0.95 0.19
H -4.41 1.22 -1.75
C -1.67 -6.61 -1.75
C -2.69 -5.50 -1.77
O -3.66 -5.86 -0.77
C -4.82 -5.16 -0.78
C -5.66 -5.60 0.37
N -6.86 -5.21 0.64
C -7.62 -5.56 1.69
C -9.04 -5.20 1.69
C -9.74 -4.98 2.91
C -11.10 -4.68 2.88
C -11.79 -4.61 1.67
C -11.11 -4.87 0.47
C -9.73 -5.09 0.48
C -7.06 -6.32 2.84
C -7.88 -7.21 3.56
C -7.37 -7.95 4.63
C -6.03 -7.80 5.02
C -5.20 -6.94 4.30
C -5.71 -6.18 3.24
O -5.10 -4.35 -1.65
H -0.79 -6.31 -2.31
H -1.37 -6.87 -0.74
H -2.10 -7.49 -2.21
H -2.23 -4.55 -1.48
H -3.17 -5.39 -2.74
H -5.26 -6.52 0.84
H -9.22 -5.05 3.87
H -11.62 -4.51 3.83
H -12.86 -4.38 1.67
H -11.65 -4.88 -0.48
H -9.19 -5.23 -0.46
H -8.94 -7.34 3.29
H -8.02 -8.64 5.16
H -5.65 -8.38 5.86
H -4.14 -6.87 4.55
H -5.09 -5.45 2.73

=====

29
Properties=species:S:1:pos:R:3 method="wB97M-V/def2-TZVPD" smiles="O=c1sn(-c2ccccc2)c(=S)n1-c1ccccc1" e_above_lowest_kj_mol=0.0 homo_lumo_gap_ha=0.3106
O -1.78 -2.27 2.55
C -1.69 -1.44 1.66
S -2.25 0.29 1.61
N -1.45 0.51 0.17
C -0.73 1.69 -0.07
C -1.45 2.77 -0.54
C -0.92 4.02 -0.70
C 0.44 4.24 -0.36
C 1.24 3.18 -0.04
C 0.62 1.92 0.22
C -0.96 -0.69 -0.32
S -0.05 -0.69 -1.77
N -1.08 -1.86 0.50
C -0.75 -3.18 0.12
C 0.08 -4.01 1.01
C 0.52 -5.33 0.67
C -0.04 -5.91 -0.55
C -0.71 -5.08 -1.49
C -1.05 -3.72 -1.19
H -2.45 2.58 -0.88
H -1.63 4.72 -1.05
H 0.89 5.22 -0.51
H 2.33 3.20 0.19
H 1.21 1.18 0.69
H 0.47 -3.62 1.94
H 1.17 -5.83 1.37
H 0.09 -6.94 -0.83
H -0.80 -5.35 -2.52
H -1.54 -3.08 -1.92

=====

69
Properties=species:S:1:pos:R:3 method="wB97M-V/def2-TZVPD" smiles="Cc1ccc(-c2nnn(CC(=O)N(C[C@@H]3CCCO3)[C@H](C(=O)NC3CCCC3)c3ccc(O)cc3)n2)o1" homo_lumo_gap_ha=0.3203
C -0.05 2.37 -5.61
C 0.83 1.27 -5.14
C 1.43 0.24 -5.81
C 2.15 -0.50 -4.85
C 1.94 0.13 -3.66
C 2.40 -0.19 -2.34
N 3.17 -1.26 -2.03
N 3.32 -1.25 -0.76
N 2.68 -0.20 -0.30
C 2.52 0.10 1.09
C 1.04 -0.20 1.40
O 0.72 -1.37 1.53
N 0.16 0.82 1.42
C 0.48 2.22 1.52
C 0.55 2.91 0.16
C 1.03 4.38 0.23
C 0.22 5.07 -0.88
C -0.67 3.94 -1.44
O -0.75 2.98 -0.41
C -1.28 0.52 1.37
C -1.79 0.23 2.80
O -2.49 1.04 3.39
N -1.36 -0.92 3.31
C -1.65 -1.37 4.65
C -2.24 -2.79 4.63
C -1.03 -3.70 4.86
C -0.24 -2.94 5.93
C -0.36 -1.47 5.49
C -1.60 -0.55 0.35
C -1.00 -0.46 -0.91
C -1.25 -1.41 -1.88
C -2.13 -2.45 -1.62
O -2.40 -3.41 -2.55
C -2.77 -2.52 -0.39
C -2.51 -1.57 0.58
N 2.09 0.49 -1.24
O 1.14 1.21 -3.83
H -0.98 2.38 -5.03
H -0.29 2.23 -6.66
H 0.44 3.33 -5.48
H 1.36 0.03 -6.86
H 2.75 -1.38 -5.00
H 2.82 1.13 1.27
H 3.14 -0.60 1.65
H 1.43 2.36 2.05
H -0.30 2.70 2.12
H 1.20 2.34 -0.52
H 2.10 4.45 0.07
H 0.79 4.80 1.20
H -0.39 5.87 -0.48
H 0.86 5.48 -1.66
H -0.20 3.49 -2.33
H -1.68 4.25 -1.68
H -1.76 1.44 1.04
H -0.75 -1.50 2.74
H -2.36 -0.64 5.07
H -2.75 -3.00 3.70
H -2.95 -2.91 5.45
H -1.31 -4.70 5.18
H -0.44 -3.77 3.94
H -0.71 -3.08 6.90
H 0.79 -3.26 6.00
H 0.49 -1.20 4.86
H -0.38 -0.79 6.35
H -0.33 0.35 -1.13
H -0.76 -1.34 -2.84
H -1.87 -3.26 -3.34
H -3.47 -3.32 -0.21
H -3.02 -1.63 1.52

=====

48
Properties=species:S:1:pos:R:3 method="wB97M-V/def2-TZVPD" smiles=ClC(Cl)(Cl)Cl.ClC(Cl)(Cl)Cl.ClCCCl.OCCO.OCCO.OCCO e_above_lowest_kj_mol=0.0 homo_lumo_gap_ha=0.3476
Cl -20.09 18.03 11.80
C -20.20 19.81 11.73
Cl -21.31 20.30 10.40
Cl -20.69 20.62 13.27
Cl -18.58 20.42 11.31
Cl -16.29 21.87 8.43
C -15.96 23.49 8.94
Cl -16.96 24.63 8.00
Cl -16.46 23.74 10.63
Cl -14.26 23.89 8.79
Cl -19.20 17.67 6.60
C -18.75 17.56 8.37
C -17.47 18.39 8.59
Cl -16.12 17.60 7.85
H -18.65 16.53 8.73
H -19.59 18.06 8.86
H -17.26 18.42 9.66
H -17.58 19.36 8.10
O -21.37 19.94 2.11
C -21.22 19.29 3.35
C -21.08 17.75 3.29
O -19.70 17.51 3.11
H -20.51 19.96 1.67
H -20.34 19.67 3.87
H -22.07 19.65 3.93
H -21.58 17.30 2.43
H -21.53 17.31 4.18
H -19.24 17.11 3.84
O -20.84 13.32 8.22
C -20.88 14.12 7.04
C -22.34 14.66 6.73
O -23.17 13.56 6.34
H -21.35 12.52 8.06
H -20.14 14.91 7.17
H -20.65 13.40 6.26
H -22.28 15.32 5.86
H -22.82 15.19 7.55
H -23.91 13.45 6.94
O -16.60 11.88 7.04
C -16.09 12.66 8.15
C -17.17 13.60 8.71
O -18.15 12.90 9.46
H -17.35 11.37 7.35
H -15.78 11.96 8.92
H -15.26 13.27 7.80
H -17.69 14.21 7.97
H -16.63 14.19 9.45
H -18.93 12.86 8.89

=====

30
Properties=species:S:1:pos:R:3 method="wB97M-V/def2-TZVPD" smiles="CC(C)(C)B1C=Cc2ccccc2N1" e_above_lowest_kj_mol=0.0 homo_lumo_gap_ha=0.3270
C -0.34 -2.37 -1.93
C -0.09 -0.73 -2.01
C -1.19 -0.34 -3.03
C 1.30 -0.49 -2.65
B -0.24 -0.06 -0.64
C -0.47 1.47 -0.57
C -0.46 2.12 0.61
C -0.14 1.44 1.81
C -0.19 2.15 3.04
C 0.34 1.59 4.18
C 0.77 0.17 4.08
C 0.54 -0.62 2.97
C 0.21 0.08 1.80
N 0.01 -0.63 0.61
H 0.02 -2.84 -2.85
H -1.43 -2.54 -1.81
H 0.21 -2.97 -1.13
H -1.16 -1.06 -3.92
H -0.98 0.68 -3.45
H -2.19 -0.39 -2.70
H 1.18 -0.89 -3.72
H 1.47 0.55 -2.44
H 2.19 -1.09 -2.33
H -0.57 1.98 -1.52
H -0.69 3.19 0.68
H -0.68 3.08 3.11
H 0.62 2.13 5.08
H 1.06 -0.22 5.06
H 0.74 -1.67 2.91
H 0.16 -1.70 0.77

=====

Result set for largest force on an atom: 1.95, 2.73, 5.61, 1.36, 1.89, 4.70 eV/Å, one per record in the order listed.